Record 1
The following is a quantum chemistry calculation of 2 unconnected molecules or ions with the total composition C11H16N2O2, from OMol25.

Each line ends with the Mulliken charge.
Geometry (Å):
C1 -0.128 0.486 2.052  -1.0396
C2 -0.991 1.756 0.180  -0.4703
C3 0.408 1.644 2.591  -0.3088
C4 -0.534 2.846 0.920  -0.3567
C5 -0.775 0.508 0.781  0.9320
C6 -1.087 -2.095 0.470  -1.2911
C7 -2.229 -0.443 -0.940  -2.0946
C8 2.166 -0.874 0.119  -1.2614
C9 1.439 0.964 -1.471  -1.5873
C10 -1.329 -0.687 0.224  1.7838
C11 1.187 -0.417 -0.962  0.7580
N1 0.120 2.838 2.063  -0.6629
N2 0.739 -1.417 -1.756  1.1347
O1 0.817 -2.591 -1.360  -0.7774
O2 0.073 -1.133 -2.778  -0.7913
H1 0.098 -0.339 2.661  0.3641
H2 -1.430 1.777 -0.870  0.2530
H3 0.972 1.723 3.502  0.4290
H4 -0.660 3.821 0.657  0.5514
H5 -0.391 -2.591 -0.337  0.3342
H6 -2.013 -2.711 0.479  0.4380
H7 -0.631 -2.413 1.470  0.2354
H8 -2.597 0.480 -1.060  0.5500
H9 -1.857 -0.885 -1.873  0.3280
H10 -3.042 -1.140 -0.908  0.4952
H11 3.179 -0.700 -0.025  0.4458
H12 1.966 -0.330 0.945  0.3321
H13 2.056 -2.067 0.240  0.2184
H14 0.928 1.684 -0.856  0.1746
H15 2.470 1.151 -1.755  0.4080
H16 1.075 1.152 -2.402  0.4754

## Properties
- Gap between HOMO and LUMO (spin up / spin down): 0.2371 / 0.2403 Ha
- LUMO level (spin up / spin down): -1.6 / -1.6 eV
- E_tot: -688.4769 Eh
- Energy relative to the best compared isomer or geometry (same formula, charge and spin): 8.574 eV



Record 2
The following is a quantum chemistry calculation of C11H16N2O5 in the gas phase, from OMol25.

Each line ends with the Mulliken charge.
Geometry (Å):
C1 -4.847 -0.561 1.167  -1.1193
C2 -4.114 -0.928 -0.125  -0.9055
C3 -2.798 -0.214 -0.220  0.3035
C4 -1.616 -0.824 -0.026  -0.0604
N1 -0.398 -0.201 -0.113  -0.0015
C5 0.825 -0.979 0.097  -0.0309
C6 1.671 -1.120 -1.180  -1.0669
C7 2.860 -0.187 -0.941  0.3173
O1 4.030 -0.710 -1.512  -0.5973
C8 2.927 -0.127 0.600  0.1323
C9 3.451 1.220 1.101  -0.7953
O2 4.779 1.420 0.674  -0.5281
O3 1.621 -0.389 1.085  -0.5189
C10 -0.320 1.153 -0.394  0.3909
O4 0.717 1.763 -0.508  -0.6123
N2 -1.537 1.767 -0.556  -0.0465
C11 -2.812 1.214 -0.510  0.5080
O5 -3.788 1.902 -0.704  -0.6586
H1 -4.252 -0.832 2.036  0.3287
H2 -5.798 -1.086 1.218  0.3450
H3 -5.038 0.508 1.191  0.3373
H4 -4.731 -0.627 -0.973  0.3100
H5 -3.951 -2.006 -0.170  0.3792
H6 -1.572 -1.881 0.201  0.2654
H7 0.485 -1.959 0.459  0.4366
H8 2.047 -2.137 -1.282  0.3593
H9 1.105 -0.857 -2.068  0.3199
H10 2.646 0.814 -1.331  0.3247
H11 4.725 -0.050 -1.399  0.3697
H12 3.598 -0.934 0.946  0.3106
H13 2.854 2.023 0.665  0.2770
H14 3.367 1.265 2.193  0.3185
H15 5.353 0.797 1.136  0.3620
H16 -1.490 2.762 -0.755  0.2455

## Properties
- Gap between HOMO and LUMO: 0.3578 Ha
- LUMO level: 0.7 eV
- E_tot: -914.5161 Eh
- Structure (SMILES): CCc1cn([C@H]2C[C@H](O)[C@@H](CO)O2)c(=O)[nH]c1=O
- Energy relative to the best compared isomer or geometry (same formula, charge and spin): 0.027 eV



Record 3
The following is a quantum chemistry calculation of a molecular structure, C11H16N3O9S4Zr, from OMol25.

Each line ends with the Mulliken charge.
Geometry (Å):
Zr1 0.418 -0.179 0.833  0.8358
O1 4.569 -0.461 2.324  -0.4477
C1 3.440 -0.622 1.682  0.8094
O2 2.684 0.298 1.406  -0.5930
C2 3.134 -2.045 1.302  -0.7730
O3 2.006 -2.050 0.452  -0.2540
C3 2.235 -2.238 -0.948  -0.4252
C4 1.863 -0.988 -1.732  0.3922
O4 1.985 -0.931 -2.927  -0.6376
O5 1.368 -0.007 -0.995  -0.3711
H1 4.671 0.471 2.582  0.3995
H2 2.875 -2.590 2.213  0.3190
H3 4.002 -2.519 0.843  0.4600
H4 1.597 -3.054 -1.284  0.2796
H5 3.275 -2.492 -1.152  0.5223
O6 -4.459 -4.262 3.518  -0.5289
C5 -3.528 -3.694 3.032  0.5779
S1 -2.087 -3.185 3.945  -0.1231
C6 -1.217 -2.511 2.586  0.3591
C7 -1.818 -2.570 1.388  0.2421
S2 -1.113 -1.974 -0.109  -0.4375
S3 -3.397 -3.309 1.297  -0.1577
S4 0.348 -1.792 2.927  -0.4487
O7 -1.467 0.515 1.844  -0.5432
N1 -0.807 1.118 2.754  1.4599
O8 -1.198 1.374 3.831  -0.5531
O9 0.401 1.399 2.339  -0.6865
N2 -1.205 2.984 -3.079  -0.1259
C8 -1.962 1.681 -2.984  -0.9712
C9 -1.200 0.754 -2.060  -0.5417
N3 -0.981 1.326 -0.723  0.1323
C10 -0.351 2.649 -0.797  -0.6174
C11 -1.075 3.617 -1.719  -0.8912
H6 -1.659 3.623 -3.732  0.3619
H7 -0.271 2.792 -3.452  0.3900
H8 -2.048 1.270 -3.988  0.4665
H9 -2.954 1.934 -2.611  0.3971
H10 -0.225 0.511 -2.488  0.2214
H11 -1.750 -0.180 -1.952  0.3614
H12 -1.856 1.365 -0.204  0.5363
H13 0.675 2.501 -1.150  0.3297
H14 -0.295 3.088 0.199  0.4438
H15 -0.534 4.555 -1.830  0.4499
H16 -2.090 3.825 -1.383  0.3806

## Properties
- Gap between HOMO and LUMO: 0.2264 Ha
- Charge: +1
- LUMO level: -3.4 eV
- E_tot: -2909.8584 Eh
- Energy relative to the best compared isomer or geometry (same formula, charge and spin): 0.479 eV



- What is the E_tot in the third record?
  -2909.8584 Eh